13 unconnected molecules or ions with the total composition C52H132BN12O20, computed with ωB97M-V with the def2-TZVPD basis set.

Calculated values
LUMO, hartree: 0.060
Total charge: -1
Energy, Eh: -4246.857409
HOMO-LUMO gap, Ha: 0.32386
Energy above the lowest of the compared OMol25 structures with the same formula, charge and spin, kcal per mole: 271.18

Each line ends with the Mulliken charge.
Element x y z (Å)
O (-12.507, 18.340, -5.798)  -0.6423
C (-12.946, 19.331, -6.350)  0.5668
O (-12.469, 20.531, -6.131)  -0.3288
B (-13.400, 21.478, -6.872)  0.9015
O (-14.435, 20.548, -7.499)  -0.4870
C (-14.319, 19.357, -7.127)  0.6496
O (-15.113, 18.380, -7.286)  -0.6913
O (-12.764, 22.321, -7.966)  -0.4383
C (-13.284, 23.512, -7.924)  0.6117
O (-13.100, 24.398, -8.772)  -0.6548
C (-14.053, 23.651, -6.697)  0.5698
O (-14.009, 22.482, -6.047)  -0.4356
O (-14.551, 24.683, -6.249)  -0.6307
C (-16.368, 23.066, 0.423)  -1.5465
C (-17.394, 23.142, 1.510)  0.6054
C (-18.079, 24.503, 1.322)  -0.7661
O (-19.307, 24.443, 2.116)  -0.3272
C (-20.373, 25.243, 1.649)  -0.7849
N (-18.268, 22.064, 1.304)  -0.6422
H (-15.677, 23.909, 0.406)  0.3554
H (-16.928, 22.948, -0.504)  0.4097
H (-15.691, 22.240, 0.643)  0.3894
H (-16.961, 23.116, 2.510)  0.2423
H (-18.243, 24.758, 0.275)  0.3974
H (-17.403, 25.218, 1.790)  0.3134
H (-20.643, 25.072, 0.607)  0.3258
H (-20.043, 26.280, 1.589)  0.3124
H (-21.181, 25.215, 2.380)  0.2486
H (-17.837, 21.155, 1.209)  0.2376
H (-18.863, 22.103, 2.119)  0.2324
C (-7.934, 30.982, -13.285)  -1.3233
C (-9.484, 30.727, -13.383)  0.4980
C (-10.074, 31.298, -14.681)  -0.5950
O (-11.420, 30.930, -14.843)  -0.3746
C (-12.469, 31.528, -14.031)  -0.6982
N (-9.699, 29.266, -13.387)  -0.7767
H (-7.790, 32.025, -13.001)  0.3432
H (-7.279, 30.865, -14.148)  0.3334
H (-7.458, 30.268, -12.613)  0.3381
H (-10.134, 31.018, -12.558)  0.2151
H (-9.616, 30.921, -15.596)  0.3288
H (-9.964, 32.381, -14.645)  0.3306
H (-13.393, 31.029, -14.324)  0.2633
H (-12.609, 32.570, -14.317)  0.3175
H (-12.448, 31.327, -12.959)  0.2715
H (-9.736, 28.881, -12.454)  0.2455
H (-10.657, 29.210, -13.702)  0.2838
C (-12.734, 12.912, -10.193)  -1.3387
C (-13.595, 11.749, -9.518)  0.1983
C (-13.068, 11.339, -8.114)  -0.8028
O (-14.002, 10.534, -7.363)  -0.2890
C (-13.335, 9.647, -6.514)  -0.6436
N (-14.882, 12.318, -9.422)  -0.6147
H (-11.680, 12.794, -10.444)  0.3338
H (-12.629, 13.798, -9.567)  0.3987
H (-13.060, 13.151, -11.205)  0.3917
H (-13.692, 10.777, -10.001)  0.3183
H (-12.647, 12.170, -7.547)  0.3895
H (-12.245, 10.764, -8.537)  0.2969
H (-13.986, 8.968, -5.963)  0.2289
H (-12.885, 10.330, -5.795)  0.2644
H (-12.593, 9.173, -7.156)  0.3010
H (-15.035, 12.459, -10.410)  0.2715
H (-14.728, 13.237, -9.033)  0.2952
C (-12.687, 30.799, -7.216)  -1.6498
C (-13.544, 31.753, -7.929)  0.6155
C (-14.766, 31.095, -8.562)  -0.7673
O (-15.478, 32.178, -9.099)  -0.2783
C (-16.647, 31.844, -9.663)  -0.8177
N (-14.053, 32.780, -7.012)  -0.8076
H (-13.154, 30.122, -6.501)  0.3405
H (-11.907, 31.320, -6.660)  0.3577
H (-12.231, 30.030, -7.839)  0.3969
H (-12.909, 32.248, -8.663)  0.2864
H (-15.237, 30.509, -7.774)  0.3517
H (-14.333, 30.413, -9.294)  0.4426
H (-16.780, 32.694, -10.331)  0.2579
H (-17.462, 31.581, -8.988)  0.2980
H (-16.585, 30.911, -10.223)  0.3316
H (-14.407, 33.489, -7.639)  0.3506
H (-14.909, 32.467, -6.577)  0.2913
C (-12.862, 19.910, -13.430)  -1.5014
C (-12.613, 19.879, -14.930)  0.7869
C (-13.431, 20.889, -15.709)  -0.7898
O (-14.883, 20.723, -15.652)  -0.3452
C (-15.597, 21.694, -16.414)  -0.7206
N (-11.192, 20.153, -15.086)  -0.7940
H (-12.996, 20.861, -12.914)  0.3201
H (-12.015, 19.371, -13.005)  0.3904
H (-13.684, 19.267, -13.112)  0.3449
H (-12.730, 18.843, -15.249)  0.2169
H (-13.187, 20.867, -16.771)  0.3959
H (-13.214, 21.940, -15.517)  0.3693
H (-15.072, 22.102, -17.277)  0.3129
H (-15.716, 22.454, -15.641)  0.2946
H (-16.538, 21.261, -16.753)  0.2266
H (-10.793, 20.993, -14.692)  0.2364
H (-10.583, 19.541, -14.562)  0.2545
C (-7.437, 15.859, -9.971)  -1.3512
C (-6.399, 15.107, -10.870)  0.5372
C (-6.274, 13.642, -10.622)  -0.7255
O (-5.751, 12.893, -11.741)  -0.3550
C (-5.919, 11.479, -11.593)  -0.7121
N (-6.896, 15.353, -12.202)  -0.8228
H (-6.829, 16.287, -9.174)  0.3616
H (-8.283, 15.351, -9.509)  0.2967
H (-7.817, 16.828, -10.294)  0.3677
H (-5.413, 15.558, -10.978)  0.3625
H (-7.231, 13.212, -10.326)  0.3787
H (-5.581, 13.608, -9.782)  0.3032
H (-6.990, 11.279, -11.564)  0.3134
H (-5.360, 11.121, -10.729)  0.2740
H (-5.540, 11.004, -12.497)  0.2500
H (-6.598, 16.247, -12.566)  0.2502
H (-6.405, 14.657, -12.744)  0.2727
C (-8.595, 21.849, -0.311)  -1.2935
C (-9.421, 21.906, -1.713)  0.2787
C (-9.572, 23.326, -2.335)  -0.6144
O (-10.317, 24.060, -1.311)  -0.2925
C (-10.348, 25.462, -1.542)  -0.8366
N (-8.747, 20.899, -2.505)  -0.6756
H (-7.572, 22.185, -0.479)  0.3129
H (-8.528, 20.796, -0.038)  0.3939
H (-9.083, 22.405, 0.489)  0.3013
H (-10.357, 21.365, -1.576)  0.3618
H (-10.181, 23.332, -3.239)  0.3529
H (-8.545, 23.591, -2.587)  0.3416
H (-9.285, 25.691, -1.618)  0.3324
H (-10.536, 26.100, -0.679)  0.3054
H (-10.898, 25.828, -2.409)  0.2831
H (-9.364, 20.627, -3.257)  0.2385
H (-7.898, 21.124, -3.005)  0.2147
C (-24.235, 9.478, -9.066)  -1.6996
C (-23.012, 10.169, -8.723)  0.4855
C (-23.082, 11.768, -8.632)  -0.6715
O (-21.704, 12.277, -8.641)  -0.2782
C (-21.720, 13.723, -8.663)  -0.8121
N (-22.303, 9.652, -7.620)  -0.5939
H (-24.576, 9.939, -9.993)  0.3979
H (-24.996, 9.516, -8.287)  0.3813
H (-24.054, 8.441, -9.349)  0.4079
H (-22.509, 9.863, -9.640)  0.1667
H (-23.727, 12.135, -7.834)  0.3732
H (-23.565, 12.134, -9.538)  0.3409
H (-22.201, 14.138, -9.548)  0.3179
H (-20.735, 14.176, -8.547)  0.3065
H (-22.244, 14.222, -7.848)  0.3064
H (-22.935, 9.952, -6.892)  0.2905
H (-22.622, 8.696, -7.555)  0.2806
C (-8.109, 11.976, -2.647)  -1.3643
C (-8.727, 13.397, -2.267)  0.5245
C (-8.702, 13.816, -0.793)  -0.5669
O (-9.713, 12.982, -0.154)  -0.3017
C (-10.387, 13.491, 0.972)  -0.7455
N (-8.130, 14.393, -3.160)  -0.7853
H (-8.698, 11.178, -2.195)  0.3228
H (-7.082, 11.794, -2.328)  0.3280
H (-8.016, 11.823, -3.722)  0.3558
H (-9.763, 13.364, -2.604)  0.1947
H (-8.794, 14.898, -0.700)  0.3632
H (-7.753, 13.615, -0.296)  0.3043
H (-10.430, 14.579, 0.918)  0.3042
H (-9.961, 13.241, 1.943)  0.2657
H (-11.440, 13.221, 1.041)  0.2633
H (-8.679, 14.407, -4.008)  0.2897
H (-8.301, 15.340, -2.854)  0.2473
C (-5.473, 24.778, -12.255)  -1.3033
C (-6.341, 23.633, -12.039)  0.3194
C (-7.116, 23.849, -10.723)  -0.6957
O (-6.176, 23.934, -9.673)  -0.2875
C (-6.742, 24.039, -8.446)  -0.8102
N (-7.359, 23.611, -13.045)  -0.6666
H (-6.039, 25.595, -12.701)  0.3216
H (-4.836, 24.572, -13.115)  0.3640
H (-4.987, 25.219, -11.384)  0.3061
H (-5.773, 22.703, -12.047)  0.3536
H (-7.869, 23.078, -10.560)  0.4430
H (-7.662, 24.785, -10.834)  0.2670
H (-5.898, 24.359, -7.836)  0.2649
H (-7.268, 23.180, -8.030)  0.2822
H (-7.357, 24.939, -8.443)  0.3580
H (-7.014, 23.590, -13.994)  0.2471
H (-7.839, 24.494, -12.940)  0.2394
C (-21.438, 20.455, -5.190)  -1.4131
C (-21.201, 20.032, -3.718)  0.4520
C (-22.011, 18.829, -3.115)  -0.8120
O (-21.720, 17.542, -3.847)  -0.2988
C (-22.359, 16.393, -3.392)  -0.7747
N (-19.772, 19.817, -3.636)  -0.6332
H (-21.346, 19.578, -5.831)  0.3580
H (-20.937, 21.309, -5.646)  0.4160
H (-22.500, 20.702, -5.190)  0.3303
H (-21.546, 20.888, -3.138)  0.2502
H (-23.100, 18.882, -3.118)  0.3957
H (-21.812, 18.596, -2.069)  0.4005
H (-21.958, 15.470, -3.811)  0.2612
H (-23.432, 16.246, -3.510)  0.2790
H (-22.058, 16.319, -2.347)  0.3101
H (-19.471, 20.096, -2.714)  0.2096
H (-19.363, 20.481, -4.278)  0.2653
C (-17.362, 13.811, -2.069)  -1.5458
C (-17.386, 12.575, -3.035)  0.5613
C (-17.942, 11.330, -2.506)  -0.8029
O (-18.092, 10.315, -3.527)  -0.2728
C (-18.591, 9.100, -2.935)  -0.8061
N (-18.150, 13.073, -4.191)  -0.6758
H (-18.286, 14.011, -1.526)  0.4069
H (-17.159, 14.764, -2.558)  0.4185
H (-16.550, 13.750, -1.344)  0.3664
H (-16.364, 12.324, -3.318)  0.2977
H (-18.876, 11.576, -2.000)  0.2995
H (-17.312, 10.843, -1.762)  0.3606
H (-19.469, 9.247, -2.305)  0.3196
H (-17.924, 8.606, -2.228)  0.3274
H (-18.879, 8.424, -3.739)  0.2633
H (-18.857, 13.565, -3.664)  0.2188
H (-17.771, 13.934, -4.559)  0.2661